Record 1
Density functional theory data (ωB97M-V/def2-TZVPD) for a molecular structure, C41H40N2P2S2SeV at a distorted geometry.

Positions of all 89 atoms, in Å:
V (0.396, 1.601, -1.094)
C (2.499, 3.078, 0.727)
N (2.199, 2.397, -0.542)
C (2.826, 3.034, -1.721)
C (1.746, 3.850, -2.410)
N (0.629, 2.930, -2.784)
C (0.968, 2.234, -4.048)
C (-0.669, 3.602, -2.822)
C (-1.257, 4.005, -4.012)
C (-2.501, 4.617, -4.000)
C (-3.166, 4.820, -2.800)
C (-2.593, 4.405, -1.611)
C (-1.341, 3.796, -1.607)
S (-0.587, 3.356, -0.052)
C (2.044, 0.987, -0.493)
C (3.192, 0.158, -0.217)
C (3.439, -1.158, -0.025)
C (2.692, -2.440, 0.277)
C (0.152, -2.560, -0.646)
C (0.582, -1.446, -1.533)
S (-0.725, -0.375, -2.248)
H (3.564, 2.986, 0.955)
H (2.229, 4.130, 0.648)
H (1.916, 2.623, 1.526)
H (3.655, 3.669, -1.407)
H (3.223, 2.256, -2.374)
H (1.355, 4.598, -1.720)
H (2.122, 4.358, -3.301)
H (1.203, 2.956, -4.832)
H (1.842, 1.606, -3.888)
H (0.148, 1.588, -4.358)
H (-0.758, 3.834, -4.955)
H (-2.951, 4.924, -4.933)
H (-4.138, 5.294, -2.791)
H (-3.109, 4.549, -0.671)
H (4.108, 0.746, -0.253)
H (4.506, -1.365, -0.001)
H (3.097, -2.696, 1.266)
H (-0.735, -3.174, -0.667)
Se (-0.963, -0.739, -4.372)
C (-2.264, 0.110, 0.780)
P (-0.450, 0.190, 0.630)
C (0.401, -1.245, -0.011)
C (1.176, -2.405, 0.453)
C (3.087, -3.584, -0.631)
C (3.036, -3.531, -1.959)
C (2.702, -2.325, -2.708)
C (1.762, -1.418, -2.449)
C (0.188, 0.594, 2.277)
C (1.312, -0.029, 2.814)
C (1.852, 0.415, 4.013)
C (1.284, 1.489, 4.680)
C (0.165, 2.117, 4.150)
C (-0.380, 1.674, 2.956)
P (-3.277, -1.174, 1.684)
C (-2.132, -1.792, 2.977)
C (-2.186, -1.136, 4.207)
C (-1.367, -1.523, 5.257)
C (-0.500, -2.594, 5.101)
C (-0.455, -3.273, 3.891)
C (-1.263, -2.871, 2.836)
C (-3.388, -2.553, 0.485)
C (-3.405, -2.360, -0.895)
C (-3.615, -3.422, -1.764)
C (-3.837, -4.696, -1.266)
C (-3.875, -4.895, 0.108)
C (-3.666, -3.833, 0.974)
H (-2.661, 0.173, -0.234)
H (-2.521, 1.074, 1.227)
H (0.850, -2.824, 1.397)
H (3.371, -4.510, -0.146)
H (3.341, -4.402, -2.528)
H (3.334, -2.123, -3.568)
H (1.743, -0.564, -3.117)
H (1.773, -0.861, 2.303)
H (2.718, -0.085, 4.426)
H (1.709, 1.835, 5.613)
H (-0.285, 2.955, 4.666)
H (-1.244, 2.186, 2.553)
H (-2.889, -0.322, 4.347)
H (-1.422, -1.000, 6.203)
H (0.126, -2.911, 5.925)
H (0.199, -4.128, 3.775)
H (-1.240, -3.423, 1.905)
H (-3.251, -1.382, -1.329)
H (-3.601, -3.243, -2.832)
H (-4.000, -5.526, -1.941)
H (-4.078, -5.879, 0.510)
H (-3.718, -4.005, 2.042)

Values from the calculation:
- Molar mass: 816.77 g mol⁻¹
- E_tot: -177418.2744 eV
- LUMO level (spin up / spin down): -4.03 / -4.02 eV
- Gap between HOMO and LUMO (spin up / spin down): 5.46 / 5.46 eV
- Charge: +1
- F_max: 0.022 hartree/bohr

Want to see where the charge sits? The Mulliken charges in e are: -0.4143 -0.9419 1.2503 -0.9763 -0.9385 1.2625 -1.6203 -0.0798 -0.6193 -0.8121 -0.7257 -0.8968 1.0972 -0.3811 0.9847 -0.3156 -1.8421 -0.0268 -1.2334 1.7451 -0.1763 0.3125 0.3405 0.1899 0.5333 0.3402 0.5024 0.4279 0.4917 0.2407 0.2899 0.4404 0.4131 0.4346 0.4809 0.4253 0.3983 1.0130 0.3051 -0.3400 -1.0027 0.9458 -0.0773 0.0446 -1.3142 -0.7118 -0.8627 -1.2037 2.9311 -0.0996 -1.0315 -0.8050 -0.9612 -1.3154 -0.6532 0.3374 -0.3384 -0.6179 -0.6712 -0.6699 0.0094 0.9573 -0.5176 -0.5224 -0.6267 -0.5644 -0.5881 0.8429 0.6484 -0.0671 0.4317 0.4669 0.4700 0.2754 -0.1139 0.4740 0.4250 0.4842 0.3689 0.3836 0.4742 0.4285 0.4880 0.7353 0.3574 0.4477 0.4193 0.4116 0.4986

Record 2
Density functional theory data (ωB97M-V/def2-TZVPD) for a molecular structure, C41H41FFeP2 at a distorted geometry.

Positions of all 86 atoms, in Å:
Fe (0.070, 0.247, 4.349)
C (-2.073, -0.173, 5.425)
C (-1.904, -0.385, 4.054)
C (-2.413, 0.519, 2.948)
C (-1.411, 1.584, 2.396)
C (-0.383, 2.024, 3.398)
C (-0.712, 2.341, 4.724)
C (-2.081, 2.370, 5.323)
C (-2.550, 1.074, 6.063)
C (1.738, -0.469, 3.699)
H (-2.025, -1.057, 6.077)
H (-1.598, -1.398, 3.738)
H (-3.333, 1.033, 3.270)
H (-2.682, -0.132, 2.102)
H (-0.896, 1.195, 1.504)
H (-1.997, 2.442, 2.027)
H (0.590, 2.323, 2.989)
H (0.018, 2.930, 5.283)
H (-2.851, 2.640, 4.584)
H (-2.083, 3.167, 6.082)
H (-2.180, 1.093, 7.099)
H (-3.649, 1.092, 6.183)
H (2.176, -1.022, 4.554)
H (2.382, 0.396, 3.471)
H (1.637, -1.115, 2.816)
P (-0.227, -1.862, -3.504)
P (1.594, 0.413, -3.903)
C (-0.992, -0.333, -4.101)
C (-0.121, 0.631, -4.476)
C (-0.794, -3.078, -4.762)
C (-1.929, -2.874, -5.569)
C (-2.372, -3.908, -6.401)
C (-1.621, -5.086, -6.522)
C (-0.413, -5.225, -5.824)
C (0.002, -4.225, -4.943)
C (-1.176, -2.153, -1.965)
C (-0.866, -1.286, -0.904)
C (-1.514, -1.420, 0.315)
C (-2.512, -2.388, 0.476)
C (-2.861, -3.218, -0.596)
C (-2.190, -3.108, -1.817)
C (2.446, 1.043, -5.421)
C (2.359, 0.201, -6.547)
C (2.816, 0.653, -7.785)
C (3.420, 1.913, -7.896)
C (3.585, 2.706, -6.755)
C (3.122, 2.269, -5.508)
C (1.767, 1.823, -2.759)
C (2.968, 1.903, -2.034)
C (3.267, 3.052, -1.308)
C (2.346, 4.104, -1.262)
C (1.108, 3.984, -1.903)
C (0.805, 2.830, -2.625)
H (-2.085, -0.221, -4.077)
H (-0.370, 1.514, -5.066)
H (-2.459, -1.919, -5.533)
H (-3.311, -3.790, -6.950)
H (-1.973, -5.889, -7.175)
H (0.196, -6.120, -5.957)
H (0.935, -4.327, -4.380)
H (-0.135, -0.494, -1.051)
H (-1.229, -0.758, 1.130)
H (-3.028, -2.473, 1.434)
H (-3.664, -3.946, -0.471)
H (-2.480, -3.742, -2.652)
H (1.908, -0.789, -6.443)
H (2.705, 0.018, -8.662)
H (3.772, 2.261, -8.869)
H (4.084, 3.672, -6.836)
H (3.279, 2.889, -4.621)
H (3.667, 1.069, -2.060)
H (4.220, 3.132, -0.786)
H (2.588, 5.019, -0.721)
H (0.374, 4.790, -1.849)
H (-0.167, 2.717, -3.102)
F (1.098, -0.514, 10.360)
C (0.965, -0.366, 9.002)
C (1.161, 0.898, 8.449)
C (1.029, 1.034, 7.052)
C (0.653, -0.058, 6.281)
C (0.479, -1.317, 6.858)
C (0.649, -1.495, 8.245)
H (1.389, 1.759, 9.078)
H (1.227, 1.997, 6.575)
H (0.204, -2.167, 6.226)
H (0.511, -2.471, 8.716)

Values from the calculation:
- Molar mass: 670.57 g mol⁻¹
- E_tot: -98858.6031 eV
- LUMO level (spin up / spin down): 0.56 / -0.60 eV
- 2S+1: 5
- Gap between HOMO and LUMO (spin up / spin down): 7.17 / 6.63 eV
- Charge: 0
- F_max: 0.051 hartree/bohr

Want to see where the charge sits? The Mulliken charges in e are: -0.0398 -0.4708 -0.1812 -1.2602 -0.6707 -0.7963 -0.4288 -1.0417 -0.8884 -1.4284 0.5794 0.6840 0.4925 0.4805 0.1947 0.4245 0.7278 0.8708 0.2970 0.4194 0.4745 0.3872 0.3608 0.2852 0.3357 0.2954 0.0519 -0.4791 -0.8933 0.3698 0.0278 -0.5832 -0.4548 -0.5368 -0.5309 0.6845 -1.0080 0.0329 -0.4591 -0.8561 -0.5164 0.3309 -0.3958 -0.5098 -0.5036 -0.4960 -0.4269 0.5023 -0.4385 -0.6576 -0.4883 -0.6764 -0.1550 0.6589 0.7749 0.3061 0.3781 0.3573 0.3673 0.3679 0.4209 0.1076 0.4150 0.3619 0.3500 0.4102 0.3724 0.3514 0.3694 0.2780 0.3831 0.4348 0.4064 0.3934 0.3723 -0.3489 0.4571 -0.8202 0.0841 0.1409 0.0157 -0.7035 0.4170 0.2694 0.4151 0.3986